DFT (the ωB97M-V functional and the def2-TZVPD basis) results for a structure of composition C57H66Cl5FIrNO3P2Si at a distorted geometry.

## Properties
Multiplicity: 6
Orbital gap (alpha / beta), eV: 6.574 / 6.286
Total charge: +1
LUMO (alpha / beta), eV: -2.3 / -4.4
Expectation value of S²: 8.763
E_HOMO (alpha / beta), Ha: -0.3258 / -0.3944

Geometry as XYZ:
```
137
Properties=species:S:1:pos:R:3:forces:R:3
Ir -0.7396 0.6246 0.5121 -0.787 0.441 -0.264
C 1.8683 2.9681 -0.7758 -0.163 -0.879 -0.024
Si 1.6192 1.1011 -0.3336 0.571 0.806 0.451
C 2.4873 0.0283 -1.6634 -0.471 0.191 0.407
C 3.1487 0.6383 -2.7252 -0.051 0.089 0.147
C 3.7217 -0.1012 -3.7446 0.069 -0.111 -0.163
C 3.6521 -1.4828 -3.7238 0.061 0.029 -0.064
C 3.0172 -2.1188 -2.6721 -0.016 -0.013 0.200
C 2.4356 -1.3706 -1.6588 -0.086 -0.221 0.209
P 1.6306 -2.2516 -0.2860 0.764 -1.050 -0.918
C 3.1873 -2.9618 0.6091 -0.588 0.494 0.181
C 2.8916 -3.7714 1.8592 0.055 -0.391 -0.130
C 4.1844 -4.4120 2.3757 -0.097 0.204 0.239
C 5.2350 -3.3491 2.6750 0.142 -0.180 -0.237
C 5.4997 -2.5056 1.4335 -0.214 0.125 0.212
C 4.1934 -1.8809 0.9404 0.284 -0.059 -0.223
C 0.6961 -3.7906 -0.8116 -0.026 0.639 0.198
C -0.3998 -3.9635 0.2546 -0.137 0.170 0.041
C -1.4870 -4.9270 -0.2279 0.064 0.009 -0.041
C -0.8960 -6.0207 -1.1212 0.089 -0.127 0.208
C 0.5421 -6.3112 -0.7068 -0.002 -0.045 -0.206
C 1.4509 -5.1116 -1.0246 0.090 -0.082 0.072
C 2.6689 1.0000 1.2920 -0.540 -0.050 -0.590
C 4.0428 1.1986 1.1657 0.154 0.084 0.089
C 4.8838 1.1849 2.2637 0.042 0.047 -0.194
C 4.3473 1.0301 3.5315 -0.070 -0.027 0.018
C 2.9789 0.9080 3.6788 0.015 -0.058 0.080
C 2.1302 0.8547 2.5705 -0.087 -0.016 -0.262
P 0.3138 0.7519 2.8503 0.566 -0.365 0.126
C 0.2082 2.3110 3.9505 -0.113 0.169 -0.296
C 0.1299 2.1665 5.4705 -0.037 -0.339 0.066
C -1.2855 1.9427 5.9860 0.101 0.262 0.153
C -2.1702 3.1067 5.5611 -0.143 -0.250 -0.144
C -2.2315 3.1464 4.0415 0.191 0.171 0.105
C -0.8403 3.3098 3.4385 -0.200 -0.058 -0.231
C 0.1382 -0.9661 3.6130 -0.280 0.506 -0.071
C -1.3335 -1.3838 3.6279 0.036 -0.222 -0.307
C -1.4789 -2.8627 3.9798 -0.102 0.177 0.323
C -0.8168 -3.1607 5.3200 0.182 -0.226 -0.214
C 0.6524 -2.7577 5.2846 -0.187 0.137 0.236
C 0.7923 -1.2691 4.9591 0.276 -0.216 -0.169
H 2.8973 3.2596 -0.5845 0.230 -0.059 0.063
H 1.2311 3.6026 -0.1675 -0.160 0.036 0.142
H 1.6398 3.1726 -1.8148 -0.065 0.070 -0.187
H 3.2201 1.7130 -2.7590 -0.018 0.209 -0.036
H 4.2149 0.4011 -4.5646 0.037 0.037 -0.026
H 4.0898 -2.0643 -4.5209 0.038 -0.046 -0.072
H 2.9705 -3.1980 -2.6380 -0.009 -0.125 -0.077
H 3.6083 -3.6006 -0.1783 -0.135 -0.027 -0.114
H 2.1599 -4.5560 1.6683 -0.122 0.013 0.046
H 2.4867 -3.1102 2.6289 -0.079 0.051 0.029
H 4.5744 -5.1031 1.6248 -0.012 -0.097 -0.034
H 3.9667 -4.9882 3.2764 -0.001 -0.088 -0.029
H 6.1581 -3.8239 3.0117 -0.008 0.043 0.093
H 4.8752 -2.7000 3.4758 0.011 0.047 0.131
H 5.9318 -3.1293 0.6494 0.095 -0.024 -0.094
H 6.2105 -1.7109 1.6620 0.082 0.011 -0.060
H 4.3831 -1.2579 0.0649 0.000 0.065 0.079
H 3.7907 -1.2548 1.7347 -0.040 0.066 0.016
H 0.2179 -3.5153 -1.7549 0.078 0.027 0.047
H -0.8439 -2.9950 0.4882 -0.011 -0.067 0.117
H 0.0583 -4.3372 1.1717 0.007 -0.050 0.055
H -2.2461 -4.3725 -0.7812 -0.089 0.032 0.016
H -1.9763 -5.3683 0.6407 -0.064 -0.028 0.023
H -0.9016 -5.7007 -2.1637 -0.033 -0.006 -0.143
H -1.4984 -6.9240 -1.0548 -0.069 -0.066 -0.088
H 0.9181 -7.1919 -1.2290 0.044 -0.007 0.044
H 0.5735 -6.5417 0.3609 0.004 -0.002 0.030
H 1.7725 -5.1758 -2.0662 0.052 0.036 0.008
H 2.3418 -5.1814 -0.4052 0.087 -0.010 -0.032
H 4.4600 1.3502 0.1794 0.115 -0.026 -0.117
H 5.9504 1.2978 2.1377 0.093 0.058 -0.035
H 4.9873 1.0217 4.4019 0.029 0.051 0.059
H 2.5715 0.8785 4.6745 -0.054 -0.044 0.184
H 1.1811 2.7630 3.7145 -0.175 -0.261 -0.012
H 0.4921 3.1064 5.8972 0.087 0.019 -0.017
H 0.7939 1.3804 5.8265 0.100 0.033 0.030
H -1.2677 1.8570 7.0744 0.013 -0.105 -0.022
H -1.6940 1.0159 5.5783 -0.051 -0.133 0.040
H -1.7566 4.0413 5.9457 -0.011 0.076 0.085
H -3.1744 2.9910 5.9678 -0.039 0.054 0.066
H -2.8580 3.9763 3.7082 -0.077 -0.076 -0.093
H -2.6805 2.2197 3.6930 -0.032 0.047 0.009
H -0.4828 4.3148 3.6834 0.079 -0.004 -0.067
H -0.9059 3.2369 2.3447 0.058 0.197 0.090
H 0.6430 -1.5650 2.8329 -0.007 0.119 0.055
H -1.7746 -1.1955 2.6485 -0.099 0.033 0.055
H -1.8788 -0.7924 4.3641 -0.074 0.132 0.067
H -1.0210 -3.4739 3.2005 0.039 -0.062 -0.125
H -2.5373 -3.1219 4.0257 -0.052 -0.047 -0.099
H -0.9074 -4.2202 5.5624 -0.056 -0.017 0.054
H -1.3227 -2.5975 6.1057 -0.072 0.015 0.112
H 1.1816 -3.3530 4.5355 0.041 -0.039 -0.036
H 1.1199 -2.9563 6.2516 0.050 -0.032 -0.049
H 1.8522 -1.0175 4.9501 -0.023 0.080 0.023
H 0.3047 -0.7001 5.7502 -0.030 0.121 0.049
Cl -1.1012 2.7161 -2.1040 0.141 -0.029 -0.185
C -2.4010 2.8262 -0.9790 0.025 -0.132 0.234
C -2.4352 1.9389 0.1005 0.281 -0.252 -0.164
C -3.6034 1.9721 0.8666 0.169 0.094 -0.135
Cl -3.8164 0.8185 2.1096 -0.115 -0.331 0.532
C -4.6354 2.8839 0.6538 0.095 0.095 -0.100
Cl -6.0326 2.8976 1.6526 0.021 -0.042 0.001
C -4.5180 3.8056 -0.3843 0.019 -0.066 -0.048
Cl -5.7663 4.9419 -0.6686 0.021 0.049 -0.007
C -3.3974 3.7677 -1.2141 -0.044 0.093 0.032
Cl -3.2460 4.8941 -2.4989 -0.050 0.014 -0.078
C -4.0999 -3.2760 -5.3085 -0.008 -0.010 0.325
C -4.8715 -3.3374 -3.9982 -0.339 -0.208 -0.672
C -6.3042 -2.8283 -4.1553 0.056 -0.281 0.229
C -7.0842 -3.1975 -2.9031 -0.057 -0.004 -0.199
C -6.3259 -2.8003 -1.6680 -0.139 -0.056 0.140
C -6.9823 -2.7601 -0.4524 0.298 0.079 -0.023
C -6.2970 -2.3966 0.7011 0.305 0.046 -0.081
F -6.9416 -2.4183 1.8770 -0.020 0.024 -0.086
C -4.9820 -2.0072 0.6588 -0.256 -0.050 0.008
C -4.3036 -2.0114 -0.5637 -0.367 -0.190 0.137
C -2.9191 -1.5565 -0.5921 0.252 -0.158 -0.665
O -2.3701 -1.1074 0.4382 -0.044 0.113 0.372
C -2.2814 -1.6911 -1.8661 0.235 0.335 0.515
C -2.9677 -2.1927 -2.9419 0.062 0.049 0.032
N -4.2413 -2.5886 -2.9041 0.371 0.124 -0.100
C -4.9599 -2.4678 -1.7271 0.025 0.222 0.838
C -0.8175 -1.4086 -2.0312 -0.462 -0.123 -1.126
O -0.3034 -1.4286 -3.1349 -0.021 -0.090 0.183
O -0.1745 -1.2227 -0.9138 0.455 0.486 1.081
H -4.6531 -3.8377 -6.0561 -0.045 -0.033 -0.032
H -3.1136 -3.7264 -5.2216 0.065 -0.007 -0.074
H -4.0007 -2.2502 -5.6571 0.044 0.096 -0.057
H -4.9255 -4.3865 -3.6640 0.061 0.180 -0.076
H -6.7571 -3.2812 -5.0358 0.006 0.026 -0.023
H -6.3001 -1.7460 -4.2865 0.075 0.079 -0.106
H -7.2600 -4.2773 -2.8790 -0.019 0.014 -0.054
H -8.0638 -2.7177 -2.9097 0.001 -0.015 0.077
H -8.0295 -3.0138 -0.3978 -0.127 -0.031 0.047
H -4.4574 -1.6933 1.5459 -0.017 -0.009 0.059
H -2.4351 -2.2782 -3.8767 -0.005 -0.086 -0.018
```
Positions in Å, forces in eV/Å.